{
  "formula": "C3H7N3O",
  "method": "ωB97M-V with the def2-TZVPD basis set",
  "homo_lumo_gap_ev": 9.15,
  "de_lowest_kcal_mol": 130.7,
  "total_charge": 0,
  "lumo_energy_ha": 0.039,
  "mol_weight_g_mol": 101.1,
  "species": ["C", "C", "C", "N", "N", "N", "O", "H", "H", "H", "H", "H", "H", "H"],
  "xyz": [[1.2286, -0.3816, -0.5878], [2.2738, 0.2418, 0.2813], [-2.4425, 0.2858, 0.3458], [0.5017, -1.4587, -0.1233], [-0.7410, -1.3431, -0.0857], [-1.2458, -0.1840, -0.3476], [-0.3290, 0.6840, -0.7370], [1.2709, -0.1834, -1.6340], [3.1012, -0.5553, 0.2332], [1.9374, 0.2696, 1.2669], [2.5110, 1.3393, -0.1059], [-2.6533, 1.2375, -0.2024], [-3.2603, -0.4110, 0.3307], [-2.1526, 0.4590, 1.3657]]
}